Here is a structure of composition C52H40NOP2PdS from the OMol25 dataset. Energies are from the ωB97M-V functional and the def2-TZVPD basis.

CARTESIAN COORDINATES (ANGSTROEM)
Pd 0.382984 -0.886781 0.302152
S -0.351019 -6.068487 -1.357813
C -0.924238 -5.524726 -2.857916
C -1.420063 -6.292860 -3.911588
C -1.774678 -5.640841 -5.065137
C -1.657885 -4.225918 -5.180087
C -1.187139 -3.457820 -4.150103
C -0.808742 -4.085200 -2.954435
N -0.294547 -3.483602 -1.853582
C 0.039060 -4.360427 -0.943322
C 0.795318 -4.118734 0.244698
C 1.218862 -5.239103 0.998859
C 2.122379 -5.108351 2.022407
C 2.632996 -3.853924 2.329907
C 2.191902 -2.726217 1.633825
C 1.251621 -2.831632 0.633316
H -1.509214 -7.366719 -3.822658
H -2.140589 -6.208238 -5.910605
H -1.952043 -3.751636 -6.106918
H -1.073755 -2.391000 -4.249201
H 0.844864 -6.223420 0.744382
H 2.457939 -5.980639 2.566385
H 3.366932 -3.738307 3.116917
H 2.614770 -1.775732 1.916926
C -0.303805 6.244880 0.082824
C -1.119194 5.122329 0.776331
C -2.303514 5.764671 1.540138
C -0.225757 4.404644 1.760440
C 0.304377 5.028031 2.878743
C 1.090052 4.330936 3.784855
C 1.370869 2.967655 3.610231
C 0.889925 2.316983 2.500134
P 1.239056 0.544341 2.133934
C 1.005958 -0.333381 3.702315
C -0.079429 -1.217053 3.717793
C -0.411660 -1.903181 4.873707
C 0.348807 -1.725528 6.020859
C 1.444180 -0.873540 6.006023
C 1.772073 -0.169553 4.857246
C 2.983017 0.644225 1.618294
C 4.081259 0.315694 2.408184
C 5.360798 0.408523 1.878430
C 5.548332 0.815564 0.564935
C 4.456057 1.135899 -0.230291
C 3.176309 1.046789 0.291087
C 0.110573 3.051309 1.584077
O -0.301108 2.347631 0.528821
C -1.183783 2.845949 -0.348649
C -1.641754 1.915934 -1.299474
C -2.654612 2.309133 -2.147155
C -3.137469 3.620745 -2.091460
C -2.625731 4.534076 -1.183375
C -1.647468 4.167331 -0.270294
P -0.949692 0.204397 -1.328187
C -2.515904 -0.722213 -1.271838
C -2.993534 -0.919858 0.029372
C -4.239117 -1.488242 0.236523
C -5.009198 -1.872469 -0.854285
C -4.535596 -1.686168 -2.144195
C -3.293438 -1.104772 -2.359116
C 0.004854 0.165777 -2.876649
C -0.404089 0.823032 -4.039568
C 0.393369 0.784279 -5.172793
C 1.601960 0.103342 -5.154540
C 2.027973 -0.530738 -3.994435
C 1.238553 -0.491514 -2.857219
H 0.033609 6.965973 0.825843
H -0.927781 6.770617 -0.638676
H 0.567739 5.843909 -0.435225
H -1.934790 6.463733 2.287929
H -2.907293 5.004931 2.036898
H -2.941072 6.325372 0.860571
H 0.103378 6.075467 3.057320
H 1.491621 4.845338 4.648177
H 1.964630 2.445356 4.345772
H -0.658276 -1.372607 2.813549
H -1.263841 -2.569561 4.881141
H 0.089266 -2.250663 6.930355
H 2.046096 -0.747274 6.896150
H 2.624152 0.496044 4.878330
H 3.950766 -0.022050 3.427095
H 6.214122 0.162810 2.496391
H 6.549224 0.883942 0.160441
H 4.602951 1.454353 -1.254002
H 2.317689 1.302733 -0.321827
H -3.094141 1.606654 -2.842212
H -3.932562 3.925498 -2.759035
H -3.017044 5.541682 -1.170005
H -2.396633 -0.603497 0.879070
H -4.615302 -1.620112 1.242149
H -5.987627 -2.305916 -0.695711
H -5.144922 -1.982612 -2.987990
H -2.946373 -0.942500 -3.371415
H -1.339272 1.365706 -4.058946
H 0.072489 1.295226 -6.071129
H 2.221084 0.081340 -6.041581
H 2.980948 -1.043093 -3.974538
H 1.578953 -0.982376 -1.953071

Forces on the atoms, in the same order (eV/Å):
0.35 -0.42 0.72
-0.05 0.40 -0.08
-0.06 -0.21 -0.05
0.01 -0.11 0.10
0.00 -0.20 0.10
0.11 0.56 0.23
-0.19 0.12 -0.58
0.27 -0.08 0.73
-0.20 0.27 -0.67
0.09 -0.78 0.23
-0.06 0.29 0.00
-0.05 0.07 -0.12
0.14 -0.12 0.20
-0.17 -0.07 -0.03
-0.03 0.16 -0.05
-0.21 -0.08 -0.20
0.02 0.00 -0.02
-0.02 0.00 0.01
0.04 -0.03 -0.01
0.01 0.17 0.01
0.09 0.01 0.09
-0.03 0.00 0.01
0.02 -0.01 -0.02
0.10 0.07 -0.08
0.05 -0.03 -0.03
-0.05 0.07 0.02
0.01 -0.09 0.03
-0.15 0.11 -0.12
0.02 0.06 0.02
0.02 0.06 0.04
-0.09 -0.05 -0.22
0.00 -0.34 -0.01
0.30 -0.01 0.03
-0.12 0.03 -0.28
0.11 0.06 0.08
-0.02 0.00 0.02
-0.02 -0.04 0.00
0.09 0.08 0.02
-0.03 -0.02 0.04
-0.11 -0.06 -0.05
-0.04 0.03 0.00
0.03 -0.01 0.00
0.04 0.00 0.02
-0.03 0.04 -0.02
0.03 0.04 0.19
0.20 -0.03 0.28
-0.02 0.43 0.19
-0.38 0.08 -0.54
0.23 -0.23 0.23
0.07 0.04 0.14
-0.01 0.06 -0.01
-0.01 0.01 -0.03
0.10 -0.02 0.20
-0.20 0.05 -0.35
0.19 0.02 0.04
-0.04 -0.04 -0.15
-0.02 0.02 -0.04
-0.04 -0.01 0.08
-0.02 -0.02 -0.08
0.10 -0.01 -0.02
-0.24 -0.01 0.07
-0.01 -0.17 0.05
-0.13 0.07 -0.06
0.07 -0.02 0.04
0.04 0.03 -0.05
-0.18 -0.04 -0.06
0.01 0.00 0.00
-0.02 -0.02 0.00
-0.01 0.00 -0.01
0.00 0.00 0.01
0.00 0.02 0.01
0.01 0.00 -0.03
-0.01 0.00 0.00
-0.03 0.01 0.00
0.00 0.04 0.01
-0.07 0.03 0.03
0.01 -0.01 0.01
0.01 -0.02 -0.01
-0.02 0.00 0.01
-0.03 0.00 0.03
0.04 -0.01 -0.04
0.00 -0.01 -0.01
0.00 0.00 0.00
0.00 0.00 0.01
0.03 -0.02 -0.09
-0.05 0.01 0.03
0.02 0.00 -0.02
-0.02 0.00 -0.02
-0.01 -0.02 0.02
0.01 -0.02 0.00
0.01 -0.02 -0.01
0.01 0.01 -0.01
0.06 0.00 -0.06
0.07 0.01 -0.11
0.01 -0.01 0.01
0.00 0.00 0.00
-0.01 0.00 0.01
0.04 -0.06 0.04

## Properties
- Total charge: +3
- E_HOMO (spin up / spin down): -15.466 / -15.864 eV
- Energy above the lowest of the compared OMol25 structures with the same formula, charge and spin: 7.9 kcal per mole
- 2S+1: 5
- Kohn-Sham gap (spin up / spin down): 7.612 / 4.865 eV

Here are the Löwdin charges for atoms 1 to 2, given in e: 0.58 1.21

Here is a structure of composition C52H43F3O7P2Pd in a non-equilibrium geometry from the OMol25 dataset. Energies are from the ωB97M-V functional and the def2-TZVPD basis.

CARTESIAN COORDINATES (ANGSTROEM)
C -6.550874 -0.020917 0.668678
C -6.390823 0.908034 -0.363929
C -5.522868 0.637317 -1.426123
C -4.779327 -0.536340 -1.378355
O -3.698879 -0.702315 -2.271601
P -2.346081 0.193258 -2.238252
O -1.627019 -0.294705 -3.604643
C -2.060639 -1.245364 -4.539017
C -2.252931 -0.791823 -5.841039
C -2.714494 -1.698531 -6.795256
C -2.954466 -3.028521 -6.435055
C -2.724460 -3.462727 -5.125348
C -2.263930 -2.567550 -4.156669
O -2.922067 1.667071 -2.629715
C -2.432864 2.563308 -3.583856
C -3.372224 3.382004 -4.211507
C -2.940353 4.214000 -5.246963
C -1.591412 4.240351 -5.610930
C -0.662748 3.455583 -4.925020
C -1.079756 2.605780 -3.895001
Pd -1.133059 0.123114 -0.347655
P -1.460211 -1.499561 1.169360
O -2.812057 -1.315845 2.065606
C -3.321367 -2.067306 3.137635
C -3.699272 -1.371315 4.281318
C -4.041638 -2.108330 5.415756
C -4.066310 -3.504687 5.357460
C -3.767246 -4.177291 4.170278
C -3.424099 -3.449855 3.029033
O -1.504401 -3.039587 0.643862
C -0.495484 -4.001968 0.848717
C -0.925677 -5.225445 1.345823
C 0.029977 -6.095373 1.871547
C 1.385412 -5.763185 1.804627
C 1.796730 -4.571681 1.196759
C 0.848397 -3.676743 0.690461
O -0.321386 -1.622055 2.327007
C -0.360143 -1.140426 3.641546
C -0.113630 -2.074777 4.644403
C -0.289599 -1.675532 5.968768
C -0.647940 -0.357787 6.259703
C -0.811454 0.580170 5.236106
C -0.650790 0.191871 3.902070
C 0.023327 1.823423 0.505753
C -0.743449 3.053473 0.197995
C -1.877446 3.349423 0.974428
C -2.647819 4.483964 0.716114
C -2.284232 5.343754 -0.322716
C -1.142216 5.085052 -1.086684
C -0.359587 3.961756 -0.815796
C 0.841823 1.155978 -0.419037
C 2.069863 0.367941 0.003434
C -4.973441 -1.509793 -0.402172
C -5.854577 -1.229686 0.646033
H -7.229672 0.198604 1.493937
H -6.945789 1.846036 -0.361170
H -5.419180 1.323079 -2.264489
H -2.041845 0.253757 -6.065814
H -2.881548 -1.351093 -7.814331
H -3.315674 -3.736725 -7.183820
H -2.902229 -4.500334 -4.843339
H -2.050862 -2.884415 -3.135659
H -4.413023 3.340446 -3.888500
H -3.666711 4.840257 -5.764827
H -1.257854 4.883825 -6.428238
H 0.396892 3.484869 -5.180408
H -0.361560 2.005564 -3.331293
H -3.683760 -0.280137 4.271141
H -4.291105 -1.579343 6.338627
H -4.337898 -4.077164 6.243530
H -3.803663 -5.265488 4.098613
H -3.233813 -3.922437 2.067005
H -1.992223 -5.445460 1.357786
H -0.305883 -7.029823 2.322784
H 2.129682 -6.447158 2.217509
H 2.857250 -4.326146 1.110874
H 1.144665 -2.754847 0.183751
H 0.181837 -3.085010 4.358761
H -0.138274 -2.404644 6.767701
H -0.800342 -0.054900 7.299391
H -1.066900 1.618156 5.461657
H -0.760242 0.897986 3.077300
H 0.242916 1.599650 1.556932
H -2.157137 2.663761 1.776542
H -3.536566 4.681619 1.318449
H -2.897729 6.219125 -0.551638
H -0.857276 5.748495 -1.906740
H 0.556265 3.779153 -1.382058
H 0.881009 1.526999 -1.447626
H 1.808816 -0.463766 0.669892
H 2.524859 -0.058139 -0.891529
H -4.425282 -2.451509 -0.453643
H -5.990540 -1.970175 1.437427
F 4.593620 4.979600 0.301335
C 4.067627 3.779981 0.675639
F 4.302349 3.611900 2.011719
F 2.700481 3.877387 0.529364
C 4.615625 2.656309 -0.137666
C 4.225516 1.346742 0.225416
O 2.956922 1.218871 0.711400
C 4.932168 0.227140 -0.238425
C 5.656216 0.392339 -1.416285
C 5.768412 1.665768 -1.989379
C 5.315037 2.809141 -1.328529
H 4.809979 -0.735971 0.268112
H 6.091787 -0.489004 -1.895258
H 6.235300 1.771399 -2.970935
H 5.516601 3.812880 -1.692348

Forces on the atoms, in the same order (eV/Å):
0.04 0.12 0.05
-0.02 -0.35 -0.24
-0.26 0.00 0.42
1.08 0.16 -0.08
-1.04 -0.09 -0.52
0.42 0.05 0.32
-0.23 -0.67 -0.24
-0.13 0.51 0.21
-0.10 -0.36 0.18
0.13 -0.04 0.21
-0.01 -0.01 -0.02
0.10 0.27 -0.01
0.02 0.01 -0.40
-0.23 0.59 -0.68
-0.37 -0.66 0.39
0.39 -0.04 -0.16
0.04 -0.10 0.27
0.07 0.06 -0.06
-0.19 -0.14 0.24
0.15 0.39 -0.25
-0.09 -0.19 0.11
-0.46 1.05 0.53
-0.54 -0.41 0.15
0.52 0.23 -0.60
0.17 -0.23 0.12
-0.14 0.04 -0.33
0.05 -0.16 0.11
-0.14 0.30 -0.21
-0.01 0.06 0.30
0.63 -0.71 -0.33
-0.63 0.70 0.44
0.43 0.04 0.21
-0.06 0.03 -0.39
0.09 -0.01 0.07
-0.29 -0.05 -0.23
0.13 -0.44 0.06
0.52 -0.19 0.76
-0.16 -0.48 -0.69
-0.23 0.34 0.12
0.21 -0.04 -0.19
-0.12 0.18 0.13
0.15 -0.20 -0.13
-0.05 -0.01 0.32
1.77 -0.65 -0.63
-0.26 0.30 0.00
0.05 0.11 -0.22
0.20 -0.14 -0.10
-0.05 0.01 -0.12
0.04 -0.27 0.15
-0.28 -0.35 0.25
-0.25 1.39 0.38
-1.21 -0.82 -0.01
-0.09 0.28 0.15
-0.09 -0.13 -0.39
0.21 -0.05 -0.21
0.08 -0.27 0.04
0.17 -0.13 0.33
-0.13 -0.26 0.01
0.02 -0.19 0.21
0.10 0.23 0.24
0.04 0.24 -0.15
-0.16 0.13 -0.25
0.30 -0.02 -0.17
0.22 -0.13 0.11
-0.13 -0.20 0.27
-0.29 0.07 -0.01
-0.31 0.13 -0.30
0.12 -0.37 0.07
0.04 -0.25 -0.29
0.10 0.14 -0.18
-0.08 0.30 0.18
0.03 0.14 0.42
0.34 0.01 0.14
0.23 0.20 -0.14
-0.22 0.23 -0.12
-0.32 -0.15 0.05
-0.16 -0.22 0.36
-0.21 0.23 0.13
-0.06 0.29 -0.20
0.08 -0.10 -0.37
0.10 -0.35 0.00
-0.13 -0.28 0.33
-0.23 0.24 -0.34
0.01 0.15 -0.20
0.27 -0.01 -0.20
0.21 -0.28 0.12
-0.10 -0.15 0.31
-0.30 0.05 0.17
0.00 0.02 0.32
-0.08 0.12 -0.03
0.26 0.07 0.08
0.01 0.37 0.07
0.01 0.27 -0.21
-0.34 -0.75 0.39
-1.03 0.58 0.05
-0.12 0.24 -1.12
1.16 0.31 0.22
-0.15 -0.76 -0.14
-0.64 -0.12 -1.09
1.04 0.26 1.38
-0.27 0.41 -0.04
0.27 0.30 0.18
0.30 -0.18 -0.55
0.43 -0.27 0.73
-0.24 0.30 -0.50
-0.04 0.42 0.10
-0.02 -0.03 0.38
0.01 -0.23 -0.06

## Properties
- E_HOMO: -7.417 eV
- Kohn-Sham gap: 7.471 eV

Here are the Löwdin charges for atoms 1 to 2, given in e: -0.09 -0.07